ORCA calculation (the ωB97M-V functional and the def2-TZVPD basis) on a gas-phase ion, C17H27F3INO4P (charge +1).

Its largest force on an atom is 0.8 eV Å⁻¹. The HOMO energy is -12.9 eV. As for the SMILES: CCC[n+]1cc(COC(F)(F)F)c(I)cc1CCCP(=O)(OCC)OCC. As for the gap between HOMO and LUMO: 8.8 eV. The calculation puts the LUMO energy at -0.1528 Eh. The molecular weight is 524.28 g/mol.

Geometry as ORCA input:
```
! RIJCOSX wB97M-V def2-TZVPD def2/J DEFGRID3
* xyz 1 1
C 1.03248 -3.95349 0.98676
C 1.33576 -2.97456 -0.14680
C 1.44964 -1.56562 0.41370
N 2.08514 -0.56533 -0.49073
C 3.33329 -0.18069 -0.16468
C 4.06572 0.69324 -0.91642
C 5.46521 1.06796 -0.50447
O 5.79802 0.65790 0.81102
C 5.36688 1.39319 1.87698
F 4.71122 2.51476 1.48980
F 4.50988 0.64740 2.62092
F 6.39595 1.74449 2.64680
C 3.47372 1.16528 -2.08833
I 4.46574 2.44877 -3.37016
C 2.18611 0.77183 -2.40621
C 1.47272 -0.08021 -1.59656
C 0.04538 -0.39995 -1.88979
C -0.94772 0.31767 -0.95371
C -2.28006 -0.42268 -0.87956
P -3.41273 0.30774 0.31860
O -3.19785 -0.18141 1.69040
O -4.82688 0.05586 -0.32895
C -5.93605 -0.43363 0.47062
C -5.91010 -1.93830 0.59358
O -3.21276 1.87172 0.12251
C -2.73498 2.70560 1.20972
C -1.96137 3.86876 0.62699
H 0.06688 -3.73364 1.44189
H 1.80140 -3.92711 1.75621
H 0.97662 -4.96677 0.59515
H 0.53000 -3.04698 -0.87316
H 2.26801 -3.24727 -0.64234
H 2.08926 -1.59774 1.29266
H 0.48679 -1.17911 0.73840
H 3.74538 -0.61502 0.73034
H 5.62574 2.13694 -0.62923
H 6.17516 0.55212 -1.15039
H 1.70346 1.14872 -3.29573
H -0.15615 -0.06868 -2.90750
H -0.11086 -1.47511 -1.88342
H -1.10828 1.32677 -1.32990
H -0.53239 0.43084 0.04814
H -2.11704 -1.44057 -0.52248
H -2.74666 -0.45840 -1.86366
H -5.92716 0.05657 1.44103
H -6.81886 -0.10279 -0.07084
H -6.21254 -2.40900 -0.33973
H -6.58277 -2.25686 1.38715
H -4.91077 -2.28635 0.85431
H -3.60671 3.04117 1.76514
H -2.11989 2.09749 1.86813
H -0.91725 3.60667 0.45099
H -2.39841 4.17014 -0.32144
H -1.97533 4.70760 1.31825
*
```


ORCA calculation (the ωB97M-V functional and the def2-TZVPD basis) on a molecular structure, C17H27FeIN7O2.

Its largest force on an atom is 1.0 eV Å⁻¹. The HOMO energy (spin up / spin down) is -14.0 / -14.0 eV. As for the gap between HOMO and LUMO (spin up / spin down): 7.8 / 6.1 eV. The expectation value of S² is 8.76. The relative energy (zero: lowest compared OMol25 entry of this formula, charge and spin) comes out at 0.0 kcal per mole. The calculation puts the LUMO energy (spin up / spin down) at -0.2308 / -0.2920 Eh. The molecular weight is 544.20 g/mol.

Geometry as ORCA input:
```
! RIJCOSX wB97M-V def2-TZVPD def2/J DEFGRID3
* xyz 2 6
Fe 0.37846 0.29332 -0.44967
I -0.15078 2.10827 1.68378
C -1.14553 0.60677 2.75272
C -1.97976 0.91954 3.77723
C -2.54640 -0.14247 4.52174
C -2.22418 -1.43729 4.23710
C -1.33814 -1.75853 3.17826
C -0.94573 -3.09082 2.88889
C -0.06337 -3.36846 1.88482
C 0.45234 -2.32082 1.07774
C 0.01712 -1.05413 1.30010
C -0.81046 -0.70629 2.38326
H -2.20365 1.94707 4.03377
H -3.22753 0.08821 5.33003
H -2.64297 -2.24422 4.82633
H -1.33893 -3.89355 3.50197
H 0.25097 -4.38692 1.69633
H 1.16416 -2.56037 0.29271
N 2.84597 0.33499 1.98584
N 3.99277 0.46295 1.20578
C 3.95429 0.31113 -0.12146
N 5.10321 0.32076 -0.77562
N 2.72688 0.15434 -0.69145
N 2.64753 -0.19500 -1.98881
O 3.57341 -0.38735 -2.73734
O 1.46008 -0.31579 -2.34084
H 2.82550 1.08042 2.66932
H 2.85271 -0.55892 2.46593
H 4.89207 0.56956 1.65192
H 5.97740 0.44678 -0.29003
H 5.10973 0.16579 -1.77067
C -1.29636 3.38109 -1.24215
N -0.64565 2.20870 -1.86355
C 0.28974 2.76458 -2.87595
C -1.72240 1.44415 -2.54477
C -1.40732 -0.01449 -2.82125
N -1.17606 -0.79649 -1.57765
C -2.38998 -0.81759 -0.73363
C -0.80530 -2.18278 -1.94263
H -1.91727 3.89720 -1.98058
H -0.54785 4.08967 -0.88859
H -1.92724 3.07941 -0.41139
H -0.21043 3.53847 -3.46430
H 0.63691 2.00046 -3.55376
H 1.14520 3.22468 -2.37718
H -1.95757 1.94236 -3.48990
H -2.61983 1.50842 -1.93144
H -0.53869 -0.10772 -3.46382
H -2.25228 -0.45889 -3.35674
H -3.25493 -1.16795 -1.30633
H -2.61161 0.17481 -0.33872
H -2.23383 -1.49317 0.10330
H -1.56602 -2.61292 -2.60125
H -0.74492 -2.79675 -1.05040
H 0.14652 -2.19422 -2.46701
*
```


ORCA calculation (the ωB97M-V functional and the def2-TZVPD basis) on a molecular structure, C17H27IN3O7PtS in a non-equilibrium geometry.

Its largest force on an atom is 4.3 eV Å⁻¹. The HOMO energy (spin up / spin down) is -11.4 / -11.4 eV. As for the gap between HOMO and LUMO (spin up / spin down): 6.9 / 6.9 eV. The relative energy (zero: lowest compared OMol25 entry of this formula, charge and spin) comes out at 76.7 kcal per mole. The calculation puts the LUMO energy (spin up / spin down) at -0.1657 / -0.1656 Eh. The molecular weight is 739.47 g/mol.

Geometry as ORCA input:
```
! RIJCOSX wB97M-V def2-TZVPD def2/J DEFGRID3
* xyz 1 1
Pt 0.58383 0.86735 0.42078
C 3.94174 -1.73059 3.94590
N 3.46523 -0.50694 3.33977
C 4.05242 0.72960 3.82230
C 2.53280 -0.46325 2.39242
O 2.23330 0.62235 1.86953
C 1.88567 -1.78516 1.96392
O 0.71928 -1.60785 1.19406
C -0.52085 -1.88226 1.80029
C -1.10684 -0.65913 2.49461
O -0.53091 0.43878 2.41009
N -2.23831 -0.80332 3.17465
C -2.87115 0.36709 3.74529
C -2.95329 -2.05701 3.26794
H 4.92621 -1.54658 4.36814
H 4.03055 -2.53047 3.21390
H 3.27453 -2.04907 4.74929
H 5.05344 0.87435 3.41808
H 4.10603 0.69556 4.90780
H 3.43222 1.56511 3.50749
H 1.68138 -2.41777 2.83492
H 2.60475 -2.29647 1.30873
H -0.44417 -2.73061 2.49219
H -1.18120 -2.13786 0.96445
H -2.20466 1.21417 3.60555
H -3.06043 0.22183 4.80757
H -3.81357 0.55990 3.23165
H -3.16299 -2.47249 2.28052
H -3.89903 -1.88205 3.77593
H -2.39345 -2.79767 3.84326
C -0.47671 -0.20959 -7.81202
C -0.16380 -0.26548 -6.35030
C 0.70360 0.65388 -5.76689
C 0.97337 0.60259 -4.41077
C 0.37562 -0.37396 -3.63733
C -0.47939 -1.30482 -4.19390
C -0.73862 -1.25240 -5.55142
S 0.51643 -0.22530 -1.88020
O 1.76443 -0.71326 -1.32723
O -0.67390 -0.78580 -1.24873
O 0.46109 1.28255 -1.69188
H -0.14108 0.72707 -8.25051
H -1.54703 -0.31970 -7.98089
H 0.02490 -1.02845 -8.32884
H 1.14705 1.42679 -6.37538
H 1.61754 1.31874 -3.92671
H -0.94426 -2.03756 -3.55297
H -1.41462 -1.96784 -5.99716
N -1.84471 2.57544 -1.14709
C -1.52968 3.17706 -0.00785
O -0.55454 2.87649 0.68391
C -2.46093 4.25673 0.48452
I -4.13481 3.30602 1.43779
H -1.15429 1.91251 -1.51929
H -2.63546 2.83467 -1.71281
H -2.86365 4.86283 -0.32017
H -1.96911 4.87125 1.23307
*
```


ORCA calculation (the ωB97M-V functional and the def2-TZVPD basis) on a single C17H27N3O5S2 molecule.

Its largest force on an atom is 1.0 eV Å⁻¹. The HOMO energy is -8.7 eV. As for the SMILES: CCN1CCN(S(=O)(=O)c2ccc(S(=O)(=O)NC[C@@H]3CCCO3)cc2)CC1. As for the gap between HOMO and LUMO: 9.1 eV. The relative energy (zero: lowest compared OMol25 entry of this formula, charge and spin) comes out at 3.7 kcal per mole. The calculation puts the LUMO energy at 0.0137 Eh. The molecular weight is 417.55 g/mol.

Geometry as ORCA input:
```
! RIJCOSX wB97M-V def2-TZVPD def2/J DEFGRID3
* xyz 0 1
C 2.65649 6.48527 -2.35185
H 1.76035 6.64106 -2.94705
H 3.39323 5.96327 -2.95709
H 3.06147 7.45687 -2.08164
C 2.33601 5.69418 -1.07906
N 1.78578 4.36611 -1.26283
C 2.67881 3.42223 -1.90525
C 2.11078 2.01424 -1.72909
N 0.79214 1.97415 -2.31384
S 0.16643 0.46671 -2.62029
O 1.18846 -0.29305 -3.27486
O -1.09214 0.65432 -3.27734
C -0.12695 -0.23083 -0.99064
C -1.34568 -0.01036 -0.37618
C -1.54667 -0.47865 0.91232
C -0.52323 -1.15618 1.54495
C 0.69956 -1.36684 0.93814
C 0.89993 -0.89919 -0.35080
H 1.82668 -1.06060 -0.87841
H 1.46449 -1.90358 1.47571
S -0.76941 -1.69610 3.23139
O -0.75866 -0.51758 4.05219
O 0.15322 -2.74700 3.55874
N -2.35557 -2.24836 3.27605
H -2.78822 -1.86783 4.10388
C -2.54215 -3.67614 3.11239
H -1.74082 -4.21960 3.62636
H -3.50744 -3.96319 3.53181
C -2.51029 -4.01858 1.61374
H -3.28817 -3.44026 1.10538
C -2.61728 -5.52780 1.36857
H -2.99290 -5.70434 0.36104
H -3.27357 -6.01920 2.08282
C -1.15975 -5.98413 1.48492
H -0.94351 -6.33491 2.49302
C -0.35421 -4.70938 1.17341
H 0.19373 -4.77757 0.23008
O -1.28514 -3.64147 1.02804
H 0.34696 -4.46959 1.97941
H -0.92915 -6.78586 0.78680
H -2.48177 -0.33669 1.42913
H -2.11913 0.50396 -0.92459
C -0.10928 2.93247 -1.72102
C 0.48247 4.33086 -1.89626
H -0.16501 5.06523 -1.41303
H 0.53552 4.55180 -2.97495
H -1.06375 2.84261 -2.23927
H -0.24728 2.72946 -0.64785
H 2.71950 1.27714 -2.25231
H 2.07141 1.77174 -0.65600
H 3.65935 3.48327 -1.42899
H 2.78953 3.61875 -2.98427
H 1.61590 6.25732 -0.47837
H 3.24895 5.58180 -0.48714
*
```